[1]
{"formula": "C12H24N2O4", "method": "ωB97M-V/def2-TZVPD", "de_lowest_ev": 1.451, "total_energy_ev": -24004.1314, "total_charge": 0, "elements": ["C", "O", "C", "C", "C", "N", "C", "O", "C", "O", "N", "C", "C", "C", "O", "C", "C", "C", "H", "H", "H", "H", "H", "H", "H", "H", "H", "H", "H", "H", "H", "H", "H", "H", "H", "H", "H", "H", "H", "H", "H", "H"], "coordinates": [[2.5520, -2.3974, -3.0207], [1.5830, -2.4715, -4.0372], [0.2952, -2.0515, -3.6537], [-0.4216, -3.0359, -2.7205], [-1.9026, -2.6910, -2.5463], [-2.0928, -1.4153, -1.9017], [-2.3660, -1.2624, -0.6029], [-2.5646, -2.1513, 0.2071], [-2.4061, 0.2177, -0.2041], [-2.1380, 1.1006, -1.0023], [-2.7607, 0.3809, 1.0724], [-2.7748, 1.6515, 1.7540], [-1.5757, 1.8112, 2.6887], [-0.2554, 1.7933, 1.9221], [0.7864, 2.0249, 2.8391], [2.0917, 1.7633, 2.3530], [3.0158, 1.7819, 3.5666], [2.5437, 2.7859, 1.3073], [2.3809, -3.1395, -2.2335], [3.5094, -2.5996, -3.4971], [2.5751, -1.3980, -2.5687], [-0.2605, -1.9667, -4.5923], [0.3512, -1.0577, -3.1829], [0.0545, -3.0374, -1.7386], [-0.3387, -4.0381, -3.1440], [-2.4041, -2.6766, -3.5177], [-2.3764, -3.4390, -1.9052], [-1.9286, -0.5584, -2.4163], [-2.8929, -0.4723, 1.6034], [-2.7526, 2.4221, 0.9792], [-3.7044, 1.7389, 2.3233], [-1.5662, 1.0105, 3.4302], [-1.6542, 2.7600, 3.2192], [-0.2759, 2.5657, 1.1399], [-0.1129, 0.8175, 1.4302], [2.1056, 0.7569, 1.8962], [2.6673, 1.0675, 4.3070], [3.0095, 2.7720, 4.0136], [4.0297, 1.5267, 3.2723], [1.9361, 2.7212, 0.4080], [2.4590, 3.7898, 1.7163], [3.5795, 2.6000, 1.0369]]}



[2]
{"formula": "C12H24NO15", "method": "ωB97M-V/def2-TZVPD", "de_lowest_ev": 0.609, "total_energy_ev": -45031.3064, "total_charge": -1, "elements": ["N", "O", "O", "O", "C", "O", "C", "O", "O", "C", "H", "H", "H", "H", "H", "H", "C", "O", "C", "O", "O", "C", "H", "H", "H", "H", "H", "H", "C", "O", "C", "O", "O", "C", "H", "H", "H", "H", "H", "H", "C", "O", "C", "O", "O", "C", "H", "H", "H", "H", "H", "H"], "coordinates": [[2.5995, 0.8383, -2.0676], [3.1770, 1.4924, -2.9749], [3.1301, -0.1030, -1.6444], [1.5733, 1.1942, -1.5532], [1.8645, -6.9918, -1.5888], [2.4639, -7.9489, -0.7941], [3.7805, -7.8590, -0.5111], [4.5663, -7.0474, -0.9886], [4.1614, -8.8178, 0.3847], [5.4945, -9.0103, 0.8073], [0.8631, -7.3851, -1.7638], [2.3339, -6.9220, -2.5701], [1.8029, -6.0272, -1.0851], [5.9830, -9.8022, 0.2397], [5.5895, -9.0275, 1.8930], [6.0045, -8.1119, 0.4595], [6.0103, -5.7385, 7.1417], [4.6946, -5.4026, 6.7855], [4.5178, -4.8079, 5.5984], [5.3330, -4.7110, 4.6982], [3.2788, -4.4401, 5.5327], [2.6782, -3.8795, 4.3418], [6.6598, -4.8648, 7.0882], [6.4520, -6.4396, 6.4335], [6.0287, -6.0905, 8.1731], [1.6213, -3.9510, 4.5985], [2.7297, -4.3508, 3.3603], [2.9387, -2.8311, 4.1963], [-2.4814, 8.2042, 0.0561], [-2.3535, 9.6225, -0.0396], [-2.5475, 10.4164, -1.1785], [-2.6081, 9.9669, -2.3468], [-2.6494, 11.6848, -0.8572], [-3.1386, 12.6620, -1.7391], [-2.6318, 7.9857, 1.1134], [-1.6961, 7.5961, -0.3928], [-3.3835, 7.8294, -0.4272], [-3.7264, 13.3473, -1.1284], [-3.7727, 12.3494, -2.5687], [-2.3543, 13.3005, -2.1457], [-7.6965, 3.9316, -3.6170], [-7.0622, 2.8586, -2.9850], [-6.3991, 1.9281, -3.7218], [-6.2910, 1.9276, -4.9130], [-5.7560, 1.0742, -2.8698], [-4.7319, 0.1778, -3.2185], [-8.7656, 3.7427, -3.7132], [-7.2940, 4.0715, -4.6203], [-7.6023, 4.8310, -3.0084], [-4.0475, -0.0124, -2.3918], [-4.1498, 0.3423, -4.1253], [-5.1916, -0.8016, -3.3516]]}



[3]
{"formula": "C12H24NO15S2", "method": "ωB97M-V/def2-TZVPD", "de_lowest_ev": 2.392, "total_energy_ev": -66695.7026, "total_charge": -1, "elements": ["N", "O", "O", "O", "O", "S", "O", "O", "C", "C", "C", "H", "H", "H", "H", "H", "H", "H", "H", "O", "S", "O", "O", "C", "C", "C", "H", "H", "H", "H", "H", "H", "H", "H", "C", "C", "O", "C", "O", "O", "H", "H", "H", "H", "C", "C", "O", "C", "O", "O", "H", "H", "H", "H"], "coordinates": [[-1.3881, 3.2333, 0.2722], [-1.1270, 4.1881, -0.5204], [-0.6207, 2.2843, 0.3337], [-2.6544, 3.0301, 0.3395], [2.9118, -0.6834, 2.2628], [2.8611, -0.6182, 0.8537], [3.6437, 0.2464, 0.2298], [3.4345, -2.1225, 0.4213], [4.8287, -2.3932, 0.5522], [5.0438, -3.8671, 0.5435], [1.2273, -0.6398, 0.3353], [5.1764, -2.0970, 1.5481], [5.0504, -1.6647, -0.3045], [4.9295, -4.0502, 1.5341], [5.9229, -4.3276, 0.5631], [4.4256, -4.4515, -0.0532], [0.6040, 0.1657, 0.8090], [0.7980, -1.7225, 0.6773], [0.9848, -0.4537, -0.7011], [-2.3622, -1.9792, 0.3951], [-3.6079, -1.9330, -0.2774], [-4.7227, -1.2919, 0.3653], [-3.3777, -1.0264, -1.6382], [-2.5037, 0.0994, -1.6199], [-2.7629, 0.9546, -2.8235], [-3.9077, -3.5579, -0.7986], [-1.6357, -0.3316, -1.5942], [-2.7007, 0.8140, -0.8045], [-1.9168, 1.4929, -3.2470], [-3.4651, 1.8599, -2.5345], [-3.4458, 0.4853, -3.4922], [-4.8914, -3.4864, -0.6833], [-3.5868, -4.2972, -0.3363], [-3.7612, -3.4987, -1.8506], [-2.3625, 1.5940, 3.6577], [-2.3268, 0.5014, 2.6297], [-1.3518, -0.4488, 3.1569], [-0.7908, 0.0771, 4.0966], [0.0796, -0.5620, 4.5723], [-1.2406, 1.2523, 4.3983], [-3.3631, 1.2184, 4.2652], [-2.3613, 2.7276, 3.3724], [-2.2178, 0.8444, 1.5999], [-3.2327, -0.0290, 2.6361], [1.2396, 2.3463, -2.3477], [2.4501, 3.0101, -1.4581], [3.4732, 2.6511, -2.2532], [3.1584, 1.9607, -3.3527], [3.9169, 1.6581, -4.3779], [1.8453, 1.8074, -3.4320], [0.1876, 2.8479, -2.5512], [0.8736, 1.4723, -1.7377], [2.3887, 2.6074, -0.4824], [2.2304, 4.1026, -1.1488]]}



[4]
{"formula": "C12H24NO15Tl", "method": "ωB97M-V/def2-TZVPD", "de_lowest_ev": 0.200, "total_energy_ev": -49702.3592, "total_charge": 2, "elements": ["Tl", "N", "O", "O", "O", "C", "O", "C", "O", "O", "C", "H", "H", "H", "H", "H", "H", "C", "O", "C", "O", "O", "C", "H", "H", "H", "H", "H", "H", "C", "O", "C", "O", "O", "C", "H", "H", "H", "H", "H", "H", "C", "O", "C", "O", "O", "C", "H", "H", "H", "H", "H", "H"], "coordinates": [[-1.4593, -2.1249, -2.9487], [-0.2827, 0.6504, -0.2819], [0.9187, 0.5268, -0.4707], [-1.0351, -0.2115, -0.7847], [-0.7547, 1.6090, 0.2902], [2.0754, 4.1796, -0.1065], [3.4055, 3.9282, 0.3519], [4.0483, 2.8685, -0.0623], [3.5906, 2.0064, -0.7894], [5.2795, 2.9006, 0.3930], [6.1792, 1.8191, 0.3122], [2.1091, 4.3148, -1.1865], [1.7167, 5.1011, 0.3425], [1.3998, 3.3855, 0.2042], [5.7203, 0.8842, 0.6439], [6.9180, 1.9767, 1.1005], [6.6507, 1.7008, -0.6591], [6.1535, -2.0188, 1.5398], [4.8792, -2.1885, 2.1465], [3.8095, -1.5461, 1.6634], [3.7011, -1.0387, 0.5869], [2.8960, -1.5835, 2.6402], [1.8005, -0.6909, 2.4985], [6.0844, -1.9800, 0.4482], [6.6901, -2.9307, 1.7829], [6.6831, -1.1147, 1.8346], [2.1379, 0.2896, 2.1665], [1.2999, -0.6292, 3.4634], [1.0640, -1.1618, 1.8374], [-6.0040, -0.4015, -2.0490], [-5.3169, 0.8667, -2.1116], [-4.0756, 0.9782, -2.4386], [-3.2658, 0.1012, -2.6782], [-3.7658, 2.2592, -2.4420], [-2.5313, 2.7592, -2.9211], [-5.2827, -1.1961, -1.8888], [-6.4948, -0.4352, -3.0212], [-6.7610, -0.3777, -1.2725], [-2.0937, 2.2187, -3.7554], [-1.8768, 2.7317, -2.0375], [-2.6411, 3.8239, -3.1111], [-5.5349, -3.8475, 0.0606], [-4.5968, -3.4191, 1.0570], [-3.6075, -2.6100, 0.7721], [-3.3893, -2.0781, -0.3061], [-2.9943, -2.3711, 1.9076], [-1.7751, -1.6513, 1.9814], [-4.9294, -3.8882, -0.8484], [-6.3827, -3.1877, -0.1008], [-5.9353, -4.8388, 0.2464], [-1.1069, -2.0786, 1.2331], [-1.4065, -1.6923, 3.0006], [-1.9113, -0.5877, 1.7667]]}